14
Properties=species:S:1:pos:R:3 method="wB97M-V/def2-TZVPD" de_lowest_kj_mol=294.2 homo_energy_ha=-0.317 max_force_ha_per_bohr=0.0926 multiplicity=1
H -1.493 -1.154 0.649
H 0.525 -1.171 1.436
O -1.977 0.817 0.133
H 1.247 1.721 -1.315
H -0.525 0.356 -1.896
C -0.357 -0.097 -0.916
C 0.721 0.275 -0.166
C -1.632 -0.504 -0.230
H 2.099 -1.122 0.618
C 1.272 -0.505 0.998
O 1.663 1.161 -0.641
H 1.675 0.146 1.779
H -2.361 -0.975 -0.903
H -0.894 1.028 0.415